# 1
The following is a DFT calculation (ωB97M-V/def2-TZVPD) of C5H15AsBO4 as an isolated structure at a distorted geometry.

The spin multiplicity is 1. The HOMO-LUMO gap comes out at 6.19 eV. As for the calculated total energy: -2760.92407 a.u. As for the total charge: -1.

```
26
Properties=species:S:1:pos:R:3:forces:R:3:nbo_charge:R:1
C -1.33338 -2.32272 0.70470 -0.553 -0.406 0.025 -0.622
C -1.65090 -1.00753 1.63052 0.143 -0.273 0.573 -0.839
B -1.02169 0.40672 1.07420 1.599 0.272 2.486 0.742
O -0.27398 1.27247 2.03925 -1.872 -2.991 0.340 -0.936
As -1.17058 1.07575 -0.85515 -0.843 0.092 0.013 0.894
O -1.05442 2.82238 -0.14864 -0.823 1.381 1.126 -1.105
C 0.82299 1.00633 -1.16265 2.918 0.468 -0.914 -0.781
C 1.47747 -0.49650 -1.16729 1.223 -0.279 0.604 -0.506
C 3.13020 -0.27376 -1.03690 2.556 -0.196 -4.127 0.800
O 3.95271 -0.23086 -2.09875 -4.701 0.024 6.917 -0.626
O 3.61789 -0.13515 0.37328 -0.636 1.014 -3.115 -0.755
H -0.67246 -3.06694 1.34835 -1.544 1.307 -1.486 0.195
H -2.38173 -2.80262 0.39872 2.457 0.698 0.713 0.205
H -0.77468 -2.10173 -0.30015 -1.109 -0.212 2.082 0.231
H -2.80589 -0.86751 1.75799 2.059 -0.367 -0.171 0.236
H -1.17952 -1.21179 2.69019 -1.100 0.319 -1.715 0.181
H -0.31258 0.83384 2.95939 0.111 0.908 -2.054 0.446
H -1.45784 1.75856 -2.24671 0.387 -0.053 -0.151 -0.185
H -2.72520 1.17637 -0.60199 -0.874 -0.182 0.227 -0.221
H -1.42519 -0.34382 -1.42097 0.143 -0.513 -0.359 -0.192
H -1.76427 2.94813 0.54797 1.340 -0.371 -1.337 0.450
H 1.04282 1.51353 -2.21396 -0.314 -1.124 2.008 0.213
H 1.38390 1.66937 -0.36549 -1.180 -1.368 -1.386 0.229
H 1.19487 -1.14500 -2.12689 0.952 1.685 1.980 0.235
H 1.19064 -1.16059 -0.23213 0.424 1.627 -1.680 0.220
H 4.19085 0.68308 0.45312 -0.763 -1.461 -0.599 0.491
```
Positions in Å, forces in eV/Å.

---

# 2
The following is a DFT calculation (ωB97M-V/def2-TZVPD) of one molecule with the formula C3H4Cl2O at a distorted geometry.

The spin multiplicity is 1. As for the SMILES: CC(Cl)(Cl)C=O. The HOMO-LUMO gap comes out at 11.12 eV. As for the calculated total energy: -1112.31108 a.u.

```
10
Properties=species:S:1:pos:R:3:forces:R:3:nbo_charge:R:1
C 0.33329 -0.33732 1.66328 -0.340 -1.351 0.821 -0.659
C -0.00969 -0.04158 0.26133 -1.508 0.585 -1.368 -0.094
C 0.85116 -0.67138 -0.77422 -0.387 -1.865 -0.357 0.375
H 1.42319 -0.27512 1.67132 -0.060 0.006 0.470 0.254
H -0.12436 0.39164 2.38954 0.337 -1.047 -0.784 0.247
H 0.05370 -1.44762 1.81234 0.352 1.864 0.281 0.247
H 0.56222 -0.67954 -1.83081 -0.421 0.758 -0.082 0.155
O 1.77865 -1.32344 -0.43920 1.924 -0.838 0.347 -0.507
Cl 0.33998 1.61264 -0.19917 -0.269 1.604 0.187 0.018
Cl -1.70425 -0.50089 -0.23796 0.374 0.283 0.485 -0.035
```
Positions in Å, forces in eV/Å.

---

# 3
The following is a DFT calculation (ωB97M-V/def2-TZVPD) of one molecule with the formula C5H8O2.

The spin multiplicity is 1. As for the SMILES: O=C1CC(CO)C1. The HOMO-LUMO gap comes out at 10.27 eV. As for the calculated total energy: -345.75499 a.u.

```
15
Properties=species:S:1:pos:R:3:forces:R:3:nbo_charge:R:1
O 1.80716 -1.34290 -0.11697 0.251 0.119 0.047 -0.711
C 0.98342 -0.65096 -1.03848 -0.232 0.081 -0.290 -0.062
C 0.08797 0.44172 -0.40484 0.121 -0.004 -0.126 -0.251
C 0.12563 0.49727 1.14444 0.069 0.043 0.155 -0.539
C -1.39192 0.35936 1.15037 -0.297 -0.008 0.346 0.619
O -2.22558 0.40850 2.01310 0.370 0.004 -0.427 -0.512
C -1.44769 0.17693 -0.36676 -0.128 -0.025 -0.050 -0.523
H 2.50864 -0.74659 0.17415 -0.085 -0.144 -0.047 0.465
H 1.59325 -0.21836 -1.84386 -0.100 -0.064 0.130 0.168
H 0.35559 -1.42580 -1.48797 0.060 0.101 0.019 0.180
H 0.30171 1.41516 -0.85618 0.011 -0.150 0.074 0.208
H 0.62282 -0.38280 1.56540 -0.160 0.130 0.066 0.256
H 0.52383 1.39967 1.61510 -0.077 -0.087 -0.031 0.234
H -1.75372 -0.83128 -0.66901 0.083 0.097 0.064 0.233
H -2.09109 0.90009 -0.87849 0.116 -0.094 0.070 0.236
```
Positions in Å, forces in eV/Å.

---

# 4
The following is a DFT calculation (ωB97M-V/def2-TZVPD) of a 9-piece molecular cluster, C5H23NO8 overall at a distorted geometry.

The spin multiplicity is 1. As for the SMILES: Cc1ccc[nH]1.O.O.O.O.O.O.O.O. The HOMO-LUMO gap comes out at 8.86 eV. As for the calculated total energy: -860.94985 a.u.

```
37
Properties=species:S:1:pos:R:3:forces:R:3:nbo_charge:R:1
C 0.13897 1.22719 -0.12580 -0.304 -0.417 -0.487 -0.302
C 0.33753 2.28774 -0.94029 0.241 1.581 -0.920 -0.066
N 0.52054 1.87700 -2.25215 -0.375 -1.489 0.657 -0.546
C 0.38689 0.48651 -2.26126 0.240 0.762 -0.485 0.142
C 0.08364 0.09295 -0.99765 1.245 -0.745 -0.183 -0.310
C 0.94072 -0.35089 -3.36397 0.158 0.374 -1.223 -0.666
H 0.13283 1.20571 0.94368 -0.252 0.176 0.065 0.214
H 0.48854 3.35060 -0.81914 -0.323 -0.073 0.700 0.215
H 0.27689 2.42385 -3.06134 0.306 0.234 0.048 0.417
H 0.18836 -0.97010 -0.80858 -0.318 0.100 0.607 0.206
H 1.55562 -1.13168 -2.92277 -0.300 -0.396 -0.243 0.227
H 0.25810 -0.68615 -4.14830 -0.530 -0.587 0.673 0.238
H 1.61069 0.18799 -4.04709 0.270 0.473 0.676 0.222
H -0.93453 -1.84379 3.32488 -0.300 0.414 0.038 0.490
H -2.07700 -0.79180 3.28261 0.241 0.103 0.085 0.473
O -1.87144 -1.69371 3.54341 -0.264 -0.513 -0.004 -0.979
H 4.25779 1.27579 -0.99564 0.045 -0.004 -0.030 0.479
H 2.73563 1.31253 -1.22012 -0.131 0.011 -0.075 0.488
O 3.41780 1.39006 -0.54550 -0.017 0.037 0.236 -0.963
H -1.66414 -1.69308 -3.30995 -0.013 0.024 -0.317 0.449
H -2.61462 -0.97545 -2.41877 0.040 0.491 0.034 0.483
O -2.35164 -1.01922 -3.35111 0.231 -0.457 -0.441 -0.968
H 2.56861 0.84192 2.79189 0.440 -0.294 -0.712 0.493
H 2.53011 1.69379 1.39675 0.572 -0.734 0.073 0.523
O 2.24151 1.60374 2.31439 -0.323 1.103 0.090 -0.996
H -3.57210 -1.45027 -0.78301 -0.429 0.304 -0.178 0.479
H -2.28215 -1.19198 -0.20105 0.374 0.374 -0.069 0.482
O -2.90093 -0.75136 -0.80155 -0.399 -0.890 0.932 -0.924
H 0.57582 -0.39989 3.12273 -0.755 0.704 -0.812 0.517
H 0.08783 -0.92521 1.60528 -0.091 1.034 0.325 0.487
O 0.56583 -1.06752 2.42178 1.014 -1.698 0.414 -0.998
H -2.97578 -2.95100 1.69057 0.357 -0.068 0.258 0.490
H -1.50691 -3.25524 1.35946 -0.062 -0.023 0.298 0.473
O -2.40611 -3.40649 1.05793 -0.232 0.177 -0.534 -0.960
H 0.70325 2.07664 4.10851 -0.401 -0.124 0.712 0.474
H 0.49799 1.69004 2.77126 -0.524 -0.424 0.368 0.490
O 0.05584 1.53082 3.63993 0.568 0.460 -0.575 -0.974
```
Positions in Å, forces in eV/Å.

---

no.,HOMO (eV)
1,-3.13
2,-10.41
3,-9.53
4,-8.61